Entry 1:
53
Properties=species:S:1:pos:R:3:forces:R:3 method="wB97M-V/def2-TZVPD" relative_energy_ev=4.367 mol_weight_da=350.4 charge=0 e_homo_ev=-8.395
N -6.24079 27.96130 -1.88228 0.656 -3.345 3.248
C -6.56581 29.25723 -2.02065 2.760 3.448 2.172
N -7.16658 29.53164 -3.15378 -0.874 -0.306 -1.059
O -6.06927 30.23379 -1.18134 -1.998 -4.464 -2.850
H -5.74219 27.67518 -0.92150 -1.846 0.878 -3.134
H -6.85668 27.22333 -2.35623 1.461 1.650 1.231
H -7.09800 30.53807 -3.38239 0.017 0.040 -0.831
H -7.22110 28.77356 -3.89456 0.129 1.915 1.284
N 0.07912 31.27267 -4.31326 2.560 -0.577 -2.728
C -0.98007 31.08152 -3.53720 -1.804 6.175 2.816
N -1.11467 29.86251 -3.21257 -2.113 -4.496 2.096
O -1.70437 32.05151 -2.96720 2.769 -3.170 -2.752
H 0.38915 32.14036 -4.73619 -0.566 -0.142 0.548
H 0.50177 30.39757 -4.73017 -0.600 1.843 0.734
H -1.82961 29.56505 -2.54880 -0.526 0.642 -0.305
H -0.60963 29.08010 -3.54488 0.863 -0.175 -0.629
N -3.60957 29.46045 -5.20474 -0.827 -0.409 0.717
C -4.48295 29.36667 -6.20647 -5.177 2.652 0.696
N -4.08165 28.77579 -7.29158 -0.293 -0.901 -2.663
O -5.68289 29.88575 -6.20798 3.926 -1.729 0.600
H -3.92650 30.18712 -4.56723 0.988 -0.342 0.187
H -2.66166 29.27545 -5.45508 0.354 0.195 0.574
H -4.78129 28.61459 -7.96972 -0.702 0.065 -0.587
H -3.26998 28.27317 -7.44461 1.844 -0.901 0.205
N -4.47699 31.98556 -2.56271 -0.345 0.075 6.496
C -4.93129 32.05629 -3.72105 -8.642 -0.510 -3.868
N -4.08231 32.09244 -4.69639 2.925 1.024 -3.665
O -6.27805 31.96792 -4.02787 5.118 0.637 1.553
H -5.19973 31.81983 -1.81670 1.081 0.004 -1.167
H -3.49658 31.96568 -2.32931 0.262 0.005 -0.248
H -4.43660 32.00469 -5.65435 0.024 0.275 0.864
H -3.07599 32.27748 -4.51518 -1.205 -0.132 -0.063
C -4.62209 32.70358 0.68028 -2.108 -0.814 -0.921
C -3.11690 32.77010 0.95663 -1.442 0.697 -3.423
O -2.75470 31.96508 1.97932 -0.012 -1.298 2.088
H -5.35822 33.29533 1.28538 1.280 -0.351 0.153
H -4.93674 31.66220 0.76838 -0.056 -0.166 0.426
H -5.05423 32.88931 -0.35400 1.510 0.404 1.019
H -2.92774 33.79316 1.08792 0.818 1.668 0.682
H -2.53649 32.48667 0.05117 -0.494 0.092 0.011
H -1.82127 32.08071 2.12412 0.469 -0.046 0.241
C -1.70159 31.58585 -6.91446 1.863 2.719 -0.267
O -0.52782 31.34996 -7.69455 -1.662 -0.117 -1.507
H -1.78112 30.82556 -6.28021 -0.624 -3.328 2.602
H -2.65076 31.71224 -7.36528 -0.420 0.136 -1.556
H -1.53600 32.43636 -6.25049 -0.166 0.427 -0.231
H 0.20631 31.56117 -7.15286 1.004 0.346 0.660
C -2.81060 29.45499 -0.40415 -0.180 3.696 0.384
O -3.34701 29.47501 -1.67277 -1.216 0.120 -1.528
H -3.56702 29.87115 0.25781 0.238 -0.339 0.667
H -1.94402 30.15523 -0.35628 -0.203 -0.601 0.171
H -2.56707 28.49291 -0.21894 1.115 -3.042 1.412
H -4.26445 29.81033 -1.55494 0.066 -0.126 -0.554


Entry 2:
74
Properties=species:S:1:pos:R:3:forces:R:3 method="wB97M-V/def2-TZVPD" relative_energy_ev=0.000 mol_weight_da=661.9 charge=-2 e_homo_ev=-5.774
O 1.75571 0.31271 -2.65175 0.294 -0.511 0.108
C 1.30749 -0.22186 -1.67292 -0.527 0.913 -0.324
O 0.06783 -0.64373 -1.55925 0.040 -0.073 0.200
B -0.16580 -1.10328 -0.17623 0.467 -0.055 0.060
O 1.13291 -0.99317 0.48446 0.302 -0.142 0.399
C 2.01186 -0.39565 -0.30561 -0.847 -0.805 -0.457
O 3.13137 -0.10703 -0.04115 0.792 0.319 0.186
O -0.72743 -2.47183 -0.24487 0.025 0.133 0.007
C -2.01921 -2.38155 0.02535 0.274 0.008 -0.196
O -2.85296 -3.21383 -0.17154 -0.292 0.084 0.038
C -2.27046 -0.97323 0.57687 -0.182 0.259 -0.023
O -1.14050 -0.29753 0.56447 -0.207 -0.209 -0.383
O -3.33709 -0.56381 0.91847 -0.376 0.267 0.509
O 0.17958 6.68508 -1.25324 -0.192 0.342 -0.274
C -0.34225 5.62161 -1.10469 0.538 -0.385 0.832
O -1.33381 5.07381 -1.75840 -0.061 0.000 -0.031
B -1.56359 3.69305 -1.25081 -0.235 -0.025 -0.575
O -0.57940 3.47234 -0.18986 -0.219 0.547 0.040
C 0.10930 4.59472 -0.01681 0.307 -0.251 -0.239
O 0.97006 4.75463 0.80882 -0.306 0.033 0.042
O -2.97678 3.57405 -0.81576 0.147 0.073 0.432
C -3.62637 2.74160 -1.59551 0.299 -0.064 -0.454
O -4.79998 2.48846 -1.58469 0.154 0.078 0.257
C -2.59493 2.19179 -2.61980 0.068 -0.030 -0.361
O -1.40367 2.73536 -2.35371 -0.600 -0.195 0.250
O -2.84840 1.46614 -3.53485 -0.009 0.018 0.135
O 4.65678 2.57370 0.10306 0.127 0.060 0.254
H 5.48247 2.94080 0.43399 -0.054 0.005 -0.052
H 4.19929 2.24320 0.88574 -0.049 -0.109 -0.147
O 3.99766 -2.31908 -4.32444 0.030 0.035 0.135
H 4.62430 -2.71264 -3.70873 -0.028 0.086 0.002
H 3.68465 -1.52272 -3.87496 -0.019 -0.044 -0.119
O -1.42607 -3.65411 -3.44609 -0.034 0.009 -0.027
H -0.87941 -3.03404 -2.95013 -0.037 0.017 -0.014
H -2.26856 -3.19924 -3.55307 0.087 0.015 0.050
O -2.61397 -5.75364 0.77579 -0.252 -0.057 -0.074
H -1.85146 -5.41322 1.25971 0.161 -0.052 -0.178
H -2.86674 -5.01587 0.19342 0.246 -0.338 0.332
O -5.63591 -0.15339 -0.61020 0.094 0.248 0.390
H -5.35111 0.76264 -0.76769 -0.198 -0.296 -0.216
H -5.11767 -0.41313 0.16936 -0.177 -0.062 -0.383
O 4.18997 -1.15615 2.99236 -0.518 -0.391 0.217
H 3.31794 -0.77184 3.20784 0.290 0.516 -0.122
H 4.30199 -1.85191 3.64960 0.192 0.128 0.027
O -2.60163 2.11318 2.61757 -0.293 0.157 -0.056
H -3.28967 1.72045 2.06647 0.165 -0.130 -0.095
H -2.86439 1.90779 3.52066 0.209 -0.138 -0.015
O -0.76613 0.12480 4.44951 -0.306 -0.172 0.170
H -0.17047 0.58147 3.84782 0.047 0.098 0.098
H -0.45465 -0.78516 4.45005 0.019 0.048 -0.057
O -6.08690 -3.48988 1.39531 -0.022 -0.057 -0.076
H -6.83058 -3.91053 0.95471 0.040 0.045 -0.030
H -5.42464 -3.37831 0.70052 0.073 0.068 0.128
O -0.08322 1.52060 -4.96403 0.185 0.114 -0.156
H -0.84832 2.10266 -4.94711 -0.078 -0.150 0.144
H 0.23559 1.52293 -4.05255 0.015 -0.081 -0.086
O 0.35519 -4.94993 1.06856 0.266 0.152 0.269
H 0.92375 -4.37091 1.61624 -0.298 -0.283 -0.315
H 0.31302 -4.51593 0.20865 -0.126 0.018 0.092
O 6.36598 -0.80137 -0.78288 -0.063 0.011 -0.042
H 5.68421 -0.12613 -0.91209 0.014 -0.070 0.088
H 5.97873 -1.40733 -0.14206 -0.086 0.150 0.001
O 2.05870 -3.47203 2.77823 0.299 0.375 0.219
H 2.54713 -2.65189 2.59341 -0.155 -0.190 -0.234
H 2.47671 -3.83021 3.56692 -0.094 -0.107 -0.051
O 2.04218 0.82173 3.67855 0.142 -0.246 -0.359
H 1.47139 1.27650 3.01898 0.170 0.174 0.178
H 2.44173 1.53902 4.17797 -0.090 0.012 0.004
O 3.43262 2.44682 -2.56215 -0.025 -0.078 0.291
H 3.61406 2.79713 -1.67947 0.151 -0.090 -0.138
H 3.03155 1.57464 -2.38699 0.141 0.447 -0.302
O 0.18799 2.50881 2.55422 0.103 0.132 -0.214
H 0.39843 3.32679 2.06123 0.139 -0.415 0.114
H -0.66597 2.21608 2.19121 -0.053 0.101 0.177


Entry 3:
53
Properties=species:S:1:pos:R:3:forces:R:3 method="wB97M-V/def2-TZVPD" relative_energy_ev=19.451 mol_weight_da=355.8 charge=-1 e_homo_ev=-4.956
Cl 0.40291 0.89443 -0.12623 0.659 1.090 -1.627
O 0.57284 2.12842 -0.87312 7.240 -8.237 4.344
O 1.01835 -0.20355 -0.81504 0.147 5.696 -1.226
O 1.04957 0.92989 1.18677 0.333 0.609 -1.706
O -0.98344 0.58317 -0.02943 5.299 3.414 -3.356
C -0.79643 2.24597 -3.08244 -0.077 1.046 1.464
O -0.53501 3.22389 -2.07674 -3.963 4.018 -5.038
H 0.06508 2.10739 -3.73566 0.020 -0.033 -0.281
H -1.05858 1.29324 -2.62235 -0.107 -0.110 -0.085
H -1.67395 2.60631 -3.61930 0.151 -0.153 -0.317
H -0.01347 2.90020 -1.33863 -2.337 2.182 -2.120
C -0.18410 3.31203 1.18656 -0.458 -0.932 -0.198
O 0.56301 4.32955 1.75027 0.137 2.028 0.196
H -1.22642 3.23505 1.49598 -0.005 0.323 0.391
H -0.16903 3.37069 0.09824 -0.645 1.030 1.556
H 0.38995 2.42396 1.45093 -1.243 1.329 0.344
H 0.34975 5.04717 1.14931 0.452 0.694 0.487
C 1.05762 -2.60286 -0.23384 -0.358 -2.921 -1.069
O 0.34700 -3.52745 -1.04579 1.167 -1.865 -0.524
H 0.85082 -2.79757 0.81851 -0.063 -1.029 -0.724
H 2.12147 -2.70652 -0.44734 -0.450 -0.628 -0.291
H 0.77153 -1.56428 -0.39996 -1.044 -3.788 -0.549
H 0.76976 -3.63037 -1.90153 0.371 0.050 -0.002
C 0.38915 -1.08578 2.76157 -0.593 0.346 0.075
O -0.69111 -0.23579 2.26425 12.377 -0.622 1.915
H 0.21698 -1.32877 3.81010 -0.032 0.400 0.177
H 0.35202 -2.03435 2.22591 -0.022 0.240 0.142
H 1.35141 -0.60547 2.58415 -1.155 -0.614 0.885
H -0.32179 0.55418 1.86283 -0.044 -0.213 1.036
C 0.19816 -1.15594 -2.82846 0.811 -0.494 -1.373
O 0.55343 -2.01389 -3.94278 -0.356 0.134 0.031
H 0.19660 -0.09957 -3.09713 0.045 -0.148 -0.359
H -0.81019 -1.43380 -2.52165 0.214 0.236 -0.176
H 0.93471 -1.23647 -2.02902 -0.722 -1.075 -1.866
H 1.37511 -1.68998 -4.31896 0.010 0.043 0.072
C -1.73066 -1.71724 0.01926 0.181 0.505 -0.442
O -1.68926 -2.61299 -1.02934 -3.132 -0.434 -0.574
H -2.72305 -1.39271 0.33221 -0.133 -0.466 -0.311
H -1.20905 -2.02098 0.92688 -0.159 -0.679 0.002
H -1.21166 -0.82256 -0.32466 -1.139 -2.556 0.170
H -0.82108 -2.55486 -1.43490 -0.490 -0.770 0.543
C -2.60353 0.91263 1.58900 -2.170 -1.323 0.743
O -2.57078 -0.34405 2.27145 -10.403 0.559 0.454
H -1.95259 0.90056 0.71480 -3.446 1.075 2.857
H -3.62470 0.94506 1.20918 -0.263 0.678 0.163
H -2.35571 1.79731 2.17553 -0.271 0.002 0.657
H -1.68362 -0.67479 2.43003 -2.508 -0.379 0.128
C 3.10849 -0.58349 1.44114 -0.262 0.596 -0.194
O 2.11808 -1.29988 0.73439 5.645 1.570 4.312
H 3.52334 0.22733 0.84234 -0.008 0.273 -0.103
H 2.59057 -0.15184 2.29761 1.376 0.498 0.236
H 3.97537 -1.14455 1.79018 -0.373 -0.743 -0.167
H 1.42613 -0.69596 0.45495 1.797 -0.454 1.299


Entry 4:
52
Properties=species:S:1:pos:R:3:forces:R:3 method="wB97M-V/def2-TZVPD" relative_energy_ev=5.989 mol_weight_da=290.3 charge=+1 spin_multiplicity=2 s_squared=0.75 e_homo_ev="-11.700 / -11.700"
C 0.43125 1.40548 1.73872 1.060 0.171 -0.195
O -0.39595 2.56503 1.83659 -1.022 -0.370 0.501
C -0.72979 2.85609 3.18289 -0.587 0.236 -1.567
C -1.95115 3.91337 3.21304 1.386 -0.481 -0.136
O -3.20263 3.32079 3.50233 0.991 0.703 1.172
C -3.64581 2.19736 2.83512 -0.980 -0.359 -1.068
H 1.02631 1.47969 0.82850 -0.548 -0.004 -0.244
H -0.10309 0.45549 1.74859 -0.236 0.142 0.049
H 1.19572 1.43756 2.51503 -0.130 -0.182 0.418
H 0.21654 3.21933 3.58368 -0.484 0.860 0.816
H -1.05501 1.99066 3.76025 0.089 -0.284 0.007
H -2.10109 4.38477 2.24175 0.313 -0.297 -0.773
H -1.70685 4.76750 3.84461 -0.734 -0.410 0.691
H -4.68937 2.00996 3.08803 0.201 0.210 0.234
H -3.07105 1.28557 2.99759 0.559 -0.056 0.382
H -3.54843 2.37299 1.76378 0.082 0.061 -0.348
O 2.69056 0.03628 -2.40300 -0.122 0.123 -0.125
H 2.84212 0.91037 -2.04350 0.091 0.392 -0.052
H 3.54831 -0.38752 -2.37318 0.441 -0.337 -0.160
O 0.51596 -0.53531 -1.05697 -0.734 0.082 0.716
H 1.35176 -0.42125 -1.50937 0.781 0.191 -0.631
H 0.49952 -1.46072 -0.81288 0.030 -0.756 0.358
O 1.46004 -1.82378 -4.80415 -0.011 -0.096 -0.176
H 1.80001 -2.61123 -4.37921 0.125 -0.224 0.013
H 1.12698 -1.28756 -4.08459 -0.089 0.349 0.137
O -2.03938 -0.23880 -1.61399 -1.095 0.148 -0.448
H -2.24308 0.58093 -1.16369 -0.083 0.214 0.025
H -1.11034 -0.38572 -1.43641 0.979 -0.021 0.121
C 4.53060 -1.18890 -0.18268 -0.583 -0.980 2.676
O 5.34470 -1.47534 -1.22839 1.190 -0.346 -2.171
H 4.81263 -1.82326 0.65765 0.315 0.299 0.594
H 4.64584 -0.15278 0.13556 -0.554 0.112 -0.089
H 3.51955 -1.57773 -0.30388 -0.481 0.820 -0.547
H 5.98012 -2.14292 -0.95972 0.033 0.093 -0.309
C 1.19969 -4.41923 0.24292 0.142 -0.351 -0.158
O 0.46329 -3.45412 -0.46317 -0.617 0.887 -0.742
H 1.77270 -5.03238 -0.45265 0.434 0.113 0.144
H 1.83459 -3.83096 0.90545 0.103 -0.605 0.236
H 0.53123 -5.11290 0.75290 0.060 0.174 0.444
H 0.24933 -3.78582 -1.33826 -0.173 -0.083 -0.001
C -0.32192 2.40932 -3.12891 0.178 -1.398 0.434
O -0.92419 1.40841 -3.91324 -0.245 0.307 -1.042
H -1.02122 2.84211 -2.41353 -0.179 0.573 -0.184
H 0.41710 1.88810 -2.52041 0.594 0.403 0.246
H 0.16839 3.12459 -3.78928 -0.271 0.068 0.191
H -1.26874 0.69038 -3.37723 -0.143 0.016 0.405
C -2.93795 -1.65901 0.81263 1.163 1.651 -0.576
O -3.49421 -2.46361 1.74637 -1.493 -2.015 1.417
H -2.84495 -0.70520 1.33197 0.545 1.029 -0.430
H -1.93017 -2.01980 0.60692 -0.127 0.003 -0.310
H -3.49659 -1.47501 -0.10507 -0.008 -0.413 -0.065
H -4.34204 -2.08127 1.98429 -0.153 -0.362 0.122


Entry 5:
70
Properties=species:S:1:pos:R:3:forces:R:3 method="wB97M-V/def2-TZVPD" mol_weight_da=535.5 charge=-1 e_homo_ev=-6.207
O -0.35710 1.24031 -1.10668 -0.928 0.394 0.594
C 0.15368 0.39471 -0.20405 3.795 -1.957 2.654
O 0.88017 0.75485 0.73391 -0.335 2.011 0.481
O 0.00919 -0.83802 -0.37599 -1.634 -0.682 -1.891
H -1.08302 0.63074 -1.25859 -1.501 0.069 -2.082
O -0.07849 -2.40133 1.82366 -0.612 -0.341 1.189
H -0.13187 -1.53143 1.42786 -0.030 0.123 -0.448
H 0.38060 -2.93306 1.17347 0.283 -0.030 -0.438
O -0.86867 0.57884 3.24759 0.820 0.319 0.524
H -1.74194 0.32272 2.95091 -0.845 -0.316 -0.002
H -0.36790 0.70238 2.44124 0.378 0.093 -0.421
O 1.77211 -3.14321 -0.11163 0.085 -0.649 0.030
H 1.72487 -2.22321 -0.37164 -0.223 0.528 -0.354
H 2.48547 -3.17613 0.52576 0.228 -0.108 0.128
C 1.70141 -1.63870 -3.82743 1.676 0.551 4.247
O 2.60803 -1.78646 -2.95883 -1.866 0.128 -1.650
N 1.97663 -1.61483 -5.10910 2.789 -0.626 -3.137
N 0.43656 -1.37425 -3.56892 -2.545 0.173 0.307
H 2.98485 -1.55474 -5.10885 0.173 -0.205 -0.933
H 1.52273 -1.12075 -5.86406 -0.322 0.045 0.690
H 0.04982 -1.16387 -2.65993 0.350 -0.335 0.174
H -0.20424 -1.56567 -4.32577 -0.146 0.331 0.401
C 3.05943 2.11151 -1.93173 7.115 5.100 1.341
O 4.03022 2.92047 -1.81082 -0.995 -1.358 -0.281
N 3.03885 0.88191 -1.77036 2.774 -8.124 1.310
N 1.89729 2.45698 -2.13149 -8.687 5.882 -2.907
H 2.17963 0.40998 -2.01350 0.973 -0.873 0.642
H 3.78698 0.52478 -1.19341 -0.361 -0.818 -0.385
H 1.77716 3.43310 -2.36141 -0.455 -0.195 -0.062
H 1.12967 1.80670 -2.22076 0.072 0.766 0.131
C -3.61782 3.18891 -0.57102 -2.002 -2.570 0.492
O -4.77975 2.78121 -0.62289 -0.799 1.567 0.147
N -2.99651 3.57936 0.52742 -0.710 1.333 2.793
N -2.79560 2.98256 -1.54062 2.201 -0.115 -3.436
H -3.68024 4.05189 1.10129 0.861 -0.278 0.988
H -1.99769 3.56613 0.67670 -0.387 0.499 -0.002
H -1.82399 2.91717 -1.27264 0.120 0.131 -1.199
H -3.21216 2.88667 -2.45570 0.773 -0.609 0.127
C -3.71418 -0.61184 1.41189 -1.314 0.072 3.213
O -3.40539 -0.20711 2.53274 0.732 -0.397 0.027
N -4.41920 -1.70868 1.19869 -1.265 -3.077 0.488
N -3.66369 0.07761 0.33467 1.687 2.846 -3.251
H -4.64555 -2.29138 1.99199 0.062 -0.022 -0.431
H -4.61854 -1.97968 0.24637 -0.027 -0.361 0.580
H -3.04856 0.87761 0.37609 -0.553 0.146 -0.604
H -4.18332 -0.22297 -0.47758 0.599 0.750 0.019
C 3.74116 1.84276 2.37254 3.566 1.782 3.871
O 4.75736 2.29186 2.95010 -0.212 -0.025 -1.221
N 2.56167 2.32633 2.66788 -3.155 1.345 0.252
N 3.71024 0.75410 1.67465 0.051 -2.639 -2.621
H 2.48054 3.17146 3.21494 0.114 -0.455 -0.208
H 1.74930 1.83456 2.32391 -0.179 0.640 -0.026
H 2.77783 0.38878 1.54330 0.472 -0.430 -0.610
H 4.53554 0.17741 1.59457 -0.336 0.246 0.203
C 2.83709 -1.29750 4.48612 0.218 -0.261 -0.155
O 3.85925 -1.83157 4.94080 -0.697 0.452 -0.289
N 1.97981 -0.57107 5.19024 0.103 0.824 3.076
N 2.44691 -1.36443 3.22506 1.180 -1.551 -2.699
H 2.39135 -0.43780 6.10291 -0.881 0.434 0.186
H 1.09220 -0.17759 4.91200 0.296 -0.134 -0.180
H 3.11504 -1.88510 2.67496 -0.463 0.081 -0.261
H 1.63705 -0.97634 2.76287 -0.050 -0.213 0.559
C -2.72418 -1.39708 -2.49586 1.616 0.285 2.824
O -2.34363 -0.25110 -2.51515 0.708 1.551 -0.908
N -3.91224 -1.82966 -2.68866 -6.186 -0.374 -2.402
N -2.10993 -2.42654 -1.92028 3.287 -1.105 0.560
H -4.68039 -1.19539 -2.85520 0.045 -0.442 -0.456
H -3.98256 -2.83684 -2.66136 -1.176 0.626 -0.428
H -1.35143 -2.10986 -1.33335 0.549 -0.608 0.527
H -2.71792 -3.19117 -1.66379 1.124 0.166 0.602